(1)
Formula: C3H3OP
Source: the Open Molecules 2025 dataset
Level of theory: the ωB97M-V functional and the def2-TZVPD basis

```
8
Properties=species:S:1:pos:R:3:forces:R:3
C 1.80422 0.64274 -0.48253 -0.91 -0.02 -0.51
C 0.71076 0.13938 -0.52581 -3.73 -1.39 2.09
C -0.95585 -0.53386 0.21136 3.15 1.48 -0.41
O 0.15453 -3.05021 0.42235 0.13 0.07 -0.34
P -0.25644 -2.10359 -0.63265 -0.46 0.48 1.33
H 2.56323 1.30129 -0.75094 1.21 0.40 0.00
H -1.74623 -0.10920 -0.43609 0.57 0.21 0.39
H -0.94698 -0.13800 1.33398 0.04 -1.24 -2.56
```
Forces are in eV/Å.

Calculated values
E_tot   -14491.3659 eV
Gap between HOMO and LUMO   9.44 eV
LUMO   -0.2763 eV
Multiplicity   1

(2)
Formula: C4H9O
Source: the Open Molecules 2025 dataset
Level of theory: the ωB97M-V functional and the def2-TZVPD basis

```
14
Properties=species:S:1:pos:R:3:forces:R:3
C 1.72044 -0.18009 2.85198 -0.14 0.95 -0.06
O 1.47453 -1.47305 2.54322 0.03 -0.05 -0.12
H 1.23325 0.50082 2.11178 -0.08 -0.47 0.16
H 2.76357 0.13715 2.88538 0.32 -0.32 0.00
H 1.23750 0.09705 3.80098 -0.13 -0.11 0.01
C 0.05311 -0.04261 -2.07139 0.15 0.23 0.03
C -0.99668 -0.17373 -1.00625 -0.12 1.46 0.08
C -2.25569 0.17092 -1.25568 -0.18 0.86 -0.32
H 0.39471 1.00236 -2.15576 -0.03 -0.16 0.58
H -0.38466 -0.16952 -3.05834 0.19 -0.75 -0.14
H 0.94094 -0.63568 -1.84100 -0.17 -0.20 -0.54
H -0.63596 -0.20245 0.02033 -0.14 -0.29 -0.04
H -2.97035 0.58590 -0.54995 0.10 -0.87 0.45
H -2.57471 0.38294 -2.27530 0.19 -0.29 -0.08
```
Forces are in eV/Å.

Calculated values
E_tot   -6337.7448 eV
Gap between HOMO and LUMO (spin up / spin down)   10.45 / 8.01 eV
LUMO (spin up / spin down)   0.9271 / -1.5067 eV
Multiplicity   2

(3)
Formula: H13O6
Source: the Open Molecules 2025 dataset
Level of theory: the ωB97M-V functional and the def2-TZVPD basis

```
19
Properties=species:S:1:pos:R:3:forces:R:3
O -0.25416 -0.79021 -0.13205 0.15 -0.91 3.25
H -0.97216 -0.60521 -0.71705 -1.62 0.21 -1.64
H 0.44384 -0.15121 -0.28705 1.27 0.83 -0.43
H -0.60516 -0.64321 0.88695 0.18 -0.61 -1.29
O -2.00616 -1.03221 -2.29905 0.07 -7.60 6.36
H -2.20416 -0.47321 -2.91705 -2.17 4.89 -5.88
H -2.68716 -1.83421 -2.29905 2.20 2.85 -0.26
O -1.13416 -0.53421 2.27595 -1.67 -0.78 -0.58
H -1.72616 -0.99821 2.90195 0.09 0.00 -0.87
H -0.47116 -0.21521 2.83595 1.85 0.97 1.34
O -0.86016 1.88379 -0.41505 1.45 0.11 6.27
H -1.23516 1.96979 -1.21205 -2.50 0.94 -4.49
H -1.39316 2.38579 0.28195 1.00 -0.95 -1.84
O 2.77184 -0.41421 1.61495 -0.39 -1.26 1.64
H 2.18284 0.11579 2.15295 0.14 0.15 0.29
H 2.85484 0.07779 0.83095 0.27 1.25 -1.33
O 2.25784 0.51679 -0.84305 1.04 -2.39 0.17
H 2.13584 1.01079 -1.64905 0.34 0.19 -0.57
H 2.90184 -0.26921 -1.01105 -1.70 2.12 -0.14
```
Forces are in eV/Å.

Calculated values
E_tot   -12488.4881 eV
Gap between HOMO and LUMO   11.31 eV
LUMO   -3.2827 eV
Total charge   +1
Multiplicity   1

(4)
Formula: C5H4NS4SbSr
Source: the Open Molecules 2025 dataset
Level of theory: the ωB97M-V functional and the def2-TZVPD basis

```
16
Properties=species:S:1:pos:R:3:forces:R:3
Sr 2.81560 0.70286 0.57891 -0.59 0.15 0.77
S 2.26512 2.98140 -0.96769 0.03 0.21 -0.17
C -0.04657 0.96659 -0.61618 0.54 0.04 0.52
C -1.32963 0.54278 -0.26521 -0.09 0.19 -0.09
C -1.71363 -0.73382 -0.58860 0.07 -0.21 -0.09
C -0.82214 -1.56160 -1.27528 0.17 0.22 -0.02
C 0.44521 -1.07194 -1.53099 -0.22 -0.19 0.15
N 0.85524 0.15072 -1.17020 -0.24 0.06 -0.26
H -1.97918 1.19453 0.30227 0.02 0.02 -0.01
H -2.68272 -1.09777 -0.27525 0.00 -0.01 -0.02
H -1.08483 -2.57007 -1.56025 -0.01 -0.01 0.01
H 1.19418 -1.70176 -2.00128 -0.02 0.00 -0.01
S -1.43001 -0.58367 3.30209 -0.05 0.22 -0.04
Sb 0.77176 -0.79458 2.69754 0.34 -0.33 -0.03
S 2.25422 1.01605 3.37895 0.10 -0.13 -0.44
S 0.48739 2.56029 -0.00884 -0.05 -0.23 -0.26
```
Forces are in eV/Å.

Calculated values
E_tot   -57458.2690 eV
Gap between HOMO and LUMO (spin up / spin down)   3.91 / 5.09 eV
LUMO (spin up / spin down)   1.6000 / 1.5733 eV
Total charge   -1
Multiplicity   2

(5)
Formula: CH3NO4P
Source: the Open Molecules 2025 dataset
Level of theory: the ωB97M-V functional and the def2-TZVPD basis

```
10
Properties=species:S:1:pos:R:3:forces:R:3
C 1.53971 -0.10247 0.11055 0.89 1.35 -1.31
N 0.23958 -0.52729 0.09811 -1.38 -5.19 1.47
O 2.46777 -0.84439 0.31549 0.96 -0.43 0.47
O 1.67293 1.18298 -0.30489 -2.05 -0.94 0.66
O -0.81524 1.55113 -0.40674 0.42 0.65 -0.23
O -2.33343 -0.45894 0.08999 -0.04 -0.43 -1.22
P -1.07307 0.44288 0.64617 -0.78 0.34 0.86
H 0.04820 -2.10951 0.74577 0.78 4.50 -1.61
H 0.50559 1.52617 -0.41620 1.13 -0.18 -0.12
H -2.25204 -0.66056 -0.87826 0.07 0.31 1.02
```
Forces are in eV/Å.

Calculated values
E_tot   -20055.3137 eV
Gap between HOMO and LUMO (spin up / spin down)   7.48 / 7.48 eV
LUMO (spin up / spin down)   3.1358 / 3.1362 eV
Total charge   -1
Multiplicity   1

(6)
Formula: H4NP
Source: the Open Molecules 2025 dataset
Level of theory: the ωB97M-V functional and the def2-TZVPD basis

```
6
Properties=species:S:1:pos:R:3:forces:R:3
N -0.71035 -0.29917 -0.06102 -3.60 2.36 1.89
P 0.92918 -0.00556 0.13043 1.75 0.28 0.53
H -1.41360 0.96039 1.05263 1.46 -2.71 -2.20
H -1.02211 -1.09247 0.49734 0.04 0.01 0.15
H 0.94312 1.18698 -0.60408 0.11 0.30 -0.17
H 1.27376 -0.75016 -1.01530 0.24 -0.24 -0.20
```
Forces are in eV/Å.

Calculated values
E_tot   -10839.4348 eV
Gap between HOMO and LUMO (spin up / spin down)   7.67 / 7.96 eV
LUMO (spin up / spin down)   -0.9922 / -0.8501 eV
Multiplicity   1